[1]
Entry from the OMol25 dataset: a single C6H5NO molecule at a distorted geometry (the ωB97M-V functional and the def2-TZVPD basis).

Output
energy relative to the best compared isomer or geometry (same formula, charge and spin) = 148.98 kJ/mol
structure (SMILES) = O=C=NC1C=CC=C1
E_HOMO = -9.2 eV
Kohn-Sham gap = 9.46 eV
lowest unoccupied orbital energy = 0.28 eV

Structure (XYZ):
```
13
Properties=species:S:1:pos:R:3:forces:R:3
O -0.262508 -0.779634 -3.777665 -0.523 0.328 -0.766
C 0.204772 -0.810678 -2.718804 -0.191 -0.144 -0.719
N 0.784234 -1.039600 -1.696297 0.503 2.488 3.492
C 0.702633 -0.221174 -0.292120 0.074 -0.061 0.334
C -0.344339 -0.919232 0.491777 -0.215 0.033 0.248
C -0.945463 -0.144448 1.400209 0.087 -0.566 -0.209
C -0.416932 1.205622 1.393553 0.119 0.263 -0.010
C 0.488387 1.404891 0.454580 0.197 -2.667 -2.858
H 1.700241 -0.445497 0.097210 -0.134 -0.006 0.105
H -0.579989 -1.950238 0.293291 -0.017 -0.140 0.024
H -1.699584 -0.467295 2.092179 -0.187 -0.129 0.131
H -0.732768 1.944610 2.108184 0.066 0.231 0.154
H 1.101317 2.222675 0.153903 0.223 0.368 0.074
```
Positions in Å, forces in eV/Å.

Atom charges from the Mulliken analysis, given in e for atoms 1 to 6:
1. O -0.42
2. C 0.64
3. N -0.42
4. C -0.04
5. C -0.32
6. C -0.48



[2]
Entry from the OMol25 dataset: a molecular structure, C4HBiLiO4 at a distorted geometry (the ωB97M-V functional and the def2-TZVPD basis).

Output
energy relative to the best compared isomer or geometry (same formula, charge and spin) = 0.00 kJ/mol
total charge = +2
E_HOMO (spin up / spin down) = -18.0 / -18.3 eV
Kohn-Sham gap (spin up / spin down) = 7.02 / 7.27 eV
2S+1 = 2
lowest unoccupied orbital energy (spin up / spin down) = -10.99 / -11.00 eV

Structure (XYZ):
```
11
Properties=species:S:1:pos:R:3:forces:R:3
O -1.797050 -0.184860 -1.784524 0.206 0.476 0.440
C -2.159930 -0.997135 -2.482872 -0.190 -0.351 -0.354
C 1.513387 0.393001 -0.342623 -0.491 -0.459 -1.854
C 1.448791 0.679152 -1.515099 -0.025 0.375 0.601
H 1.443664 1.026678 -2.535040 0.146 0.033 0.290
Li -0.888930 1.187038 -0.464726 0.139 0.045 -0.674
O 1.558463 -0.376247 0.723901 -1.174 -0.496 1.962
C 0.426442 -0.440092 1.497007 3.955 1.441 -2.502
O 0.509417 -1.046278 2.567068 -0.295 -1.006 0.977
O -0.563490 0.254257 1.151952 -1.722 -0.079 0.619
Bi -1.490768 -0.495514 3.184957 -0.549 0.021 0.496
```
Positions in Å, forces in eV/Å.

Atom charges from the Mulliken analysis, given in e for atoms 1 to 6:
1. O -0.07
2. C 0.08
3. C 0.07
4. C -0.25
5. H 0.39
6. Li 0.92